The following is a quantum chemistry calculation of C4H8 in the gas phase at a distorted geometry, from OMol25.

- Energy above the lowest of the compared OMol25 structures with the same formula, charge and spin: 0.6722 eV
- Charge: 0
- Frontier orbital gap: 11.7 eV
- SMILES: C1CCC1

Each line ends with the Löwdin charge.
Geometry (Å):
C: -0.16957 -0.89038 0.64286  -0.18
C: -0.41434 0.66889 0.77387  -0.19
C: 0.01086 0.80999 -0.68950  -0.23
C: 0.48246 -0.64317 -0.75337  -0.21
H: -1.13498 -1.47106 0.63747  0.11
H: 0.55403 -1.24458 1.36612  0.08
H: 0.25012 1.13964 1.53431  0.11
H: -1.39279 0.97813 0.97700  0.07
H: 0.92770 1.47409 -0.84975  0.11
H: -0.78031 1.19463 -1.37329  0.11
H: 0.05087 -1.31783 -1.50997  0.09
H: 1.61595 -0.69837 -0.75574  0.12


The following is a quantum chemistry calculation of an isolated ion of composition C3H4NO and charge +1 at a distorted geometry, from OMol25.

- Energy above the lowest of the compared OMol25 structures with the same formula, charge and spin: 3.4637 eV
- Charge: +1
- Frontier orbital gap: 10.1 eV

Each line ends with the Löwdin charge.
Geometry (Å):
C: -1.59148 -0.50090 0.02279  -0.17
C: 0.59612 0.54797 -0.11527  0.00
C: 0.57286 -0.82102 0.23067  0.07
N: -2.10463 0.51969 0.04645  0.28
O: -0.59009 -1.43220 0.15781  0.18
H: -0.36725 1.01140 0.01368  0.05
H: 1.44781 1.13168 0.33838  0.15
H: 0.64126 1.02100 -1.22279  0.24
H: 1.39540 -1.47762 0.52827  0.19


The following is a quantum chemistry calculation of a 8-piece molecular cluster, ClH14O7 overall, from OMol25.

- Energy above the lowest of the compared OMol25 structures with the same formula, charge and spin: 0.2648 eV
- Charge: 0
- Frontier orbital gap (spin up / spin down): 11.9 / 5.2 eV
- 2S+1: 2

Each line ends with the Löwdin spin population.
Geometry (Å):
Cl: 0.16235 -0.07020 -0.06632  0.89
O: 2.57705 -0.88439 2.12098  0.01
H: 1.80320 -0.59775 1.63599  0.00
H: 3.28513 -0.86343 1.47723  0.00
O: -1.15089 2.76401 1.26690  0.03
H: -0.82874 1.95642 0.86660  0.01
H: -0.37529 3.16178 1.66245  0.00
O: -0.72966 -0.83396 2.96119  0.00
H: -0.37585 -0.38438 2.19377  0.00
H: -0.62100 -0.20812 3.67725  0.00
O: 2.49397 0.87884 -2.06717  0.01
H: 1.78428 0.71943 -1.44494  0.00
H: 2.05086 1.13384 -2.87641  0.00
O: 1.15620 -3.22195 -0.92497  0.03
H: 1.10328 -2.30615 -0.65160  0.01
H: 0.27662 -3.56843 -0.77484  0.00
O: -3.10577 -1.03827 -0.98620  0.00
H: -2.35469 -0.68752 -0.50758  0.00
H: -3.85470 -0.86967 -0.41444  0.00
O: -1.21959 1.99774 -2.48260  0.00
H: -0.62540 1.75732 -1.77171  0.00
H: -1.45137 1.16495 -2.89366  0.00


The following is a quantum chemistry calculation of C11H8Cl2F9N3O3SSbTa as an isolated structure at a distorted geometry, from OMol25.

- Charge: +3
- Frontier orbital gap (spin up / spin down): 8.2 / 8.7 eV
- 2S+1: 2

Each line ends with the Löwdin spin population.
Geometry (Å):
Ta: 3.23326 0.38609 0.40863  0.86
Cl: 5.78959 -0.27421 0.40374  0.00
C: 5.88642 -0.14316 2.19433  0.02
Cl: 4.26192 0.44049 2.75311  0.01
H: 6.62951 0.60079 2.46318  0.00
H: 6.06606 -1.12416 2.62178  0.00
F: 2.89833 1.39329 -1.39786  0.03
Sb: 3.16067 3.33602 -0.73891  0.00
F: 2.41727 2.21211 0.88197  0.02
F: 4.59163 2.27892 0.02419  0.01
F: 3.40793 4.74255 0.39451  0.00
F: 4.04923 3.74442 -2.27598  0.00
F: 1.39327 3.53418 -1.20444  0.00
O: -7.19828 -3.18214 -3.43457  0.00
S: -6.61815 -2.89899 -2.19717  0.00
O: -6.94090 -3.31374 -0.90261  0.00
O: -5.36722 -2.04932 -2.35671  0.00
C: -4.90085 -1.19888 -1.25073  0.00
N: -5.86236 -0.60768 -0.61145  0.00
C: -5.43960 0.22403 0.34262  0.00
C: -4.07959 0.40439 0.58344  0.00
C: -3.18351 -0.31497 -0.19368  0.00
N: -3.61565 -1.15143 -1.15468  0.00
C: -1.70202 -0.19444 -0.04389  0.00
C: -1.12015 0.20038 1.15816  0.00
C: 0.25085 0.30930 1.24030  0.02
N: 1.05534 0.05900 0.18926  0.01
C: 0.49843 -0.32660 -0.97495  0.00
C: -0.86491 -0.47265 -1.11956  0.00
H: -6.19727 0.75403 0.90573  0.00
H: -3.75813 1.10447 1.33993  0.00
H: -1.70643 0.40535 2.04267  0.00
H: 0.72109 0.61363 2.16636  0.01
H: 1.16334 -0.51829 -1.80609  0.00
H: -1.26786 -0.78878 -2.07127  0.00
F: 3.26690 -1.35223 -0.78832  0.01
C: 3.05758 -1.79041 0.69647  0.00
F: 1.96318 -2.48533 0.69979  0.00
F: 4.06104 -2.55608 1.01269  0.00


The following is a quantum chemistry calculation of a 3-piece molecular cluster, C3H11O2S overall at a distorted geometry, from OMol25.

- Energy above the lowest of the compared OMol25 structures with the same formula, charge and spin: 0.0124 eV
- Charge: -1
- Frontier orbital gap: 7.2 eV

Each line ends with the Löwdin charge.
Geometry (Å):
C: -0.93649 0.64514 -1.53159  -0.14
C: -0.74341 -0.67614 -0.82689  -0.36
C: -1.42331 -0.71748 0.54714  -0.69
S: -0.63699 0.33988 1.85742  0.29
H: -1.73587 1.21936 -1.07645  0.06
H: -1.11831 0.58076 -2.60441  0.06
H: -0.07323 1.30348 -1.36010  0.06
H: -1.14183 -1.49232 -1.44215  0.09
H: 0.29828 -0.91704 -0.69506  0.07
H: -1.45443 -1.73678 0.93873  0.03
H: -2.42067 -0.30373 0.45190  0.02
H: 2.46679 1.07439 0.72293  -0.01
H: 1.09373 1.62994 0.56055  -0.07
O: 2.03139 1.88109 0.40344  -0.15
H: 2.18945 -1.43417 0.80286  0.01
H: 1.32221 -0.56402 1.69634  -0.10
O: 2.28269 -0.83235 1.55533  -0.17


The following is a quantum chemistry calculation of C20H23N3O2 in the gas phase, from OMol25.

- Energy above the lowest of the compared OMol25 structures with the same formula, charge and spin: 2.4191 eV
- Charge: 0
- Frontier orbital gap: 8.4 eV
- SMILES: COc1ccc2cc(-c3[nH]ncc3CNC[C@@H]3CCCO3)ccc2c1

Each line ends with the Löwdin charge.
Geometry (Å):
C: -7.12633 -0.83477 -0.26812  -0.09
H: -7.78569 -1.68842 -0.11845  0.09
O: -5.85435 -1.26137 0.15376  -0.08
C: -4.80796 -0.39116 0.08046  -0.26
C: -3.58690 -0.86729 0.50667  0.05
C: -2.44078 -0.05836 0.47510  -0.16
C: -1.18062 -0.52000 0.91545  -0.01
C: -0.07951 0.28484 0.86973  -0.02
C: -0.17587 1.60335 0.37138  -0.15
C: -1.39417 2.08412 -0.04256  0.03
C: -2.54543 1.27413 -0.00604  -0.16
C: -3.80477 1.73608 -0.43374  -0.02
C: -4.90982 0.93178 -0.39483  -0.01
H: -5.85863 1.31933 -0.73156  0.10
H: -3.89029 2.74902 -0.80094  0.12
H: -1.47815 3.09475 -0.41891  0.13
C: 1.00847 2.46345 0.31488  -0.18
C: 2.16642 2.41290 -0.44695  -0.17
C: 2.89832 3.54306 -0.03984  -0.12
N: 2.25504 4.23225 0.88030  0.03
N: 1.11530 3.57799 1.08032  0.03
H: 0.44997 3.91005 1.76058  0.16
H: 3.85737 3.86729 -0.39222  0.10
C: 2.55268 1.41744 -1.50056  -0.17
N: 2.71723 0.04783 -1.04316  -0.05
H: 1.82931 -0.29344 -0.68530  0.09
C: 3.71998 -0.09947 -0.00555  -0.18
C: 3.73437 -1.53777 0.51692  -0.32
C: 3.94215 -2.57669 -0.59162  -0.13
H: 4.98997 -2.84213 -0.70851  0.12
C: 3.07496 -3.74207 -0.12542  -0.15
H: 2.73957 -4.38108 -0.93872  0.11
C: 1.92162 -3.00032 0.54464  -0.21
H: 1.42972 -3.57703 1.33181  0.12
O: 2.48838 -1.84810 1.14059  -0.13
H: 1.16959 -2.70377 -0.20161  0.12
H: 3.60986 -4.34662 0.60845  0.11
H: 3.56413 -2.16776 -1.52884  0.11
H: 4.51568 -1.62040 1.28730  0.15
H: 4.69821 0.13428 -0.43799  0.13
H: 3.55265 0.57846 0.84833  0.12
H: 1.78969 1.40060 -2.28655  0.12
H: 3.50048 1.73292 -1.94881  0.12
H: 0.86853 -0.07905 1.23882  0.10
H: -1.10018 -1.52624 1.30013  0.11
H: -3.52094 -1.88114 0.87011  0.13
H: -7.12997 -0.55972 -1.32803  0.10
H: -7.48927 0.00823 0.32911  0.10